1.
C24H21BrF10IrN6O4PS3 as an isolated structure at a distorted geometry. Source: the OMol25 dataset; level of theory: ωB97M-V/def2-TZVPD.

Each line ends with the Löwdin charge.
CARTESIAN COORDINATES (ANGSTROEM)
1 Ir -0.24854 -0.27620 -1.00113  1.097
2 F -3.45234 -5.06720 3.94137  0.179
3 C -2.79614 -4.07150 3.38427  -0.111
4 C -1.92044 -3.28580 4.13797  -0.113
5 F -1.75264 -3.50510 5.42867  0.170
6 C -1.22164 -2.25490 3.51457  -0.205
7 F -0.41494 -1.49270 4.25277  0.120
8 C -1.34474 -1.97710 2.15357  -0.298
9 P -0.33214 -0.60220 1.44537  1.011
10 C 1.29936 -0.86140 2.16797  -0.381
11 C 1.77046 -2.14380 2.45177  -0.073
12 C 3.02336 -2.30900 3.01627  -0.040
13 C 3.83736 -1.20490 3.24377  -0.035
14 C 3.39316 0.06790 2.90807  -0.051
15 C 2.13276 0.24440 2.36517  -0.122
16 C -1.19204 0.75380 2.31807  -0.343
17 C -0.71084 1.37720 3.46507  -0.057
18 C -1.52174 2.27260 4.14587  -0.035
19 C -2.79314 2.56620 3.68207  -0.052
20 C -3.26684 1.95890 2.52757  -0.082
21 C -2.47374 1.05250 1.84867  -0.142
22 C -2.26634 -2.73450 1.43867  -0.553
23 Br -2.65274 -2.33430 -0.37653  0.841
24 C -2.98234 -3.77120 2.03187  -0.246
25 F -3.84624 -4.46700 1.31247  0.108
26 H 1.15216 -3.00810 2.25477  0.115
27 H 3.36446 -3.29750 3.28627  0.118
28 H 4.81876 -1.33840 3.67307  0.118
29 H 4.03536 0.91960 3.07677  0.119
30 H 1.78996 1.22910 2.08127  0.102
31 H 0.26936 1.14840 3.85377  0.107
32 H -1.15664 2.72560 5.05397  0.121
33 H -3.42204 3.25590 4.22207  0.117
34 H -4.26494 2.17370 2.18017  0.111
35 H -2.85244 0.53230 0.97437  0.068
36 F 3.05276 2.37940 0.28617  0.136
37 C 3.81816 1.73600 -0.59913  -0.651
38 F 4.25436 2.61890 -1.48213  0.172
39 F 4.83716 1.19080 0.04187  0.184
40 S 2.75866 0.45800 -1.49223  0.635
41 O 1.96056 -0.16510 -0.44933  -0.421
42 O 3.61436 -0.37610 -2.24153  -0.211
43 N 1.86706 1.35110 -2.43633  -0.275
44 S 0.54486 2.02880 -2.01723  0.542
45 O 0.21236 2.00330 -0.59683  -0.388
46 O -0.58434 1.61580 -2.82273  -0.351
47 C 0.80886 3.83650 -2.43733  -0.660
48 F 1.27906 3.96010 -3.66243  0.188
49 F 1.64156 4.38470 -1.56993  0.179
50 F -0.36644 4.47170 -2.36673  0.130
51 N -2.57644 3.72470 -0.89643  0.196
52 N -2.81644 2.44020 -1.27513  0.174
53 H -2.63764 3.91570 0.09697  0.149
54 H -2.93264 4.43720 -1.52433  0.157
55 H -2.64024 2.28000 -2.26503  0.123
56 H -2.33354 1.76310 -0.68363  0.066
57 C 2.35636 -2.70320 -4.99323  -0.058
58 C 2.06666 -1.20710 -4.79863  -0.222
59 C 0.70146 -1.05060 -4.27043  -0.551
60 N 0.33036 -1.15200 -3.03823  -0.085
61 N -0.98794 -1.07020 -2.82423  -0.215
62 C -1.70084 -0.91630 -3.92663  -0.659
63 N -3.02774 -0.80610 -3.96223  0.145
64 S -0.68004 -0.87790 -5.33583  1.203
65 H 3.35786 -2.82580 -5.39093  0.089
66 H 1.64746 -3.15170 -5.68563  0.080
67 H 2.29776 -3.21450 -4.03803  0.085
68 H 2.15996 -0.68970 -5.75533  0.125
69 H 2.78366 -0.79230 -4.08863  0.082
70 H -3.55574 -0.96760 -3.11843  0.100
71 H -3.51234 -0.90540 -4.84113  0.124

Forces on the atoms, in the same order (eV/Å):
Ir -0.8 -2.1 3.1
F 0.0 0.1 0.0
C 0.2 0.3 -0.2
C 0.0 0.1 -0.3
F -0.1 -0.1 -0.1
C 0.0 0.0 -0.1
F -0.2 -0.3 0.3
C 0.2 0.0 -0.2
P -0.3 -0.1 0.2
C 0.3 0.2 -0.1
C -0.2 0.2 0.0
C 0.1 0.1 0.0
C -0.2 -0.1 -0.1
C 0.0 0.0 0.0
C -0.3 -0.3 0.1
C 0.3 0.1 -0.2
C -0.1 -0.1 -0.1
C 0.0 0.1 0.0
C 0.1 0.0 0.0
C -0.1 0.1 -0.1
C 0.3 0.1 0.0
C -0.2 -0.1 0.0
Br -0.1 -0.3 0.2
C 0.3 0.3 0.0
F -0.1 -0.1 0.1
H 0.0 -0.1 0.0
H 0.0 -0.1 -0.1
H 0.1 0.0 0.1
H 0.0 0.1 0.0
H 0.0 0.1 0.1
H 0.0 -0.1 0.0
H 0.0 0.1 0.1
H -0.1 0.1 0.1
H -0.2 0.0 0.0
H -0.2 -0.1 0.0
F -0.2 -0.1 -0.1
C 0.1 0.2 0.2
F 0.1 -0.2 -0.1
F -0.3 -0.2 -0.3
S 1.1 0.8 0.4
O -0.3 -0.2 0.0
O 0.5 -0.2 -0.2
N 0.1 0.6 -0.3
S 0.1 1.3 -0.9
O -0.1 0.3 0.7
O -0.1 0.8 -1.0
C 0.3 0.0 -0.1
F 0.0 -0.2 0.1
F -0.1 -0.2 0.0
F -0.1 -0.2 0.1
N -1.1 -1.9 -0.5
N 1.0 2.1 0.5
H 0.2 -0.1 0.2
H 0.1 0.0 -0.1
H -0.1 0.0 -0.1
H -0.2 0.0 0.3
C 0.0 0.1 0.0
C 0.4 -0.2 -0.2
C -0.6 0.0 -0.1
N 1.5 -0.2 -0.8
N -1.5 0.0 -0.6
C 0.9 -0.2 -0.2
N -0.4 0.2 0.0
S -0.1 -0.1 0.5
H 0.1 -0.1 -0.1
H 0.0 -0.1 0.0
H 0.0 -0.1 0.1
H 0.0 0.1 0.1
H -0.2 0.0 -0.2
H 0.0 -0.1 -0.1
H 0.0 0.0 0.1

Summary:
HOMO-LUMO gap (spin up / spin down) = 8.3230 / 5.6488 eV
2S+1 = 5
Charge = +2
Highest occupied orbital energy (spin up / spin down) = -13.67 / -14.18 eV
LUMO (spin up / spin down) = -5.35 / -8.53 eV
Largest force on an atom = 0.0754 Eh/bohr
<S²> = 6.012
E = -184189.142 eV

2.
A 3-piece molecular cluster, C3H8N2O2 overall at a distorted geometry. Source: the OMol25 dataset; level of theory: ωB97M-V/def2-TZVPD.

Each line ends with the Löwdin charge.
CARTESIAN COORDINATES (ANGSTROEM)
1 C -0.03873 0.74555 0.96062  -0.198
2 C 0.75746 0.95502 2.04099  -0.077
3 N 1.04938 -0.36117 2.40618  0.019
4 C 0.39013 -1.25864 1.63653  -0.191
5 N -0.40517 -0.57018 0.85390  0.034
6 H -0.24818 1.46759 0.11371  0.111
7 H 1.19783 1.80812 2.50719  0.100
8 H 1.39999 -0.58661 3.27748  0.109
9 H 0.61038 -2.31441 1.68611  0.119
10 O 0.24088 0.71147 -2.11003  -0.080
11 H 0.72921 0.86438 -2.93152  0.057
12 H 0.70396 0.05001 -1.54819  0.049
13 O -2.10576 -0.47624 -3.35483  -0.065
14 H -2.89001 -0.50625 -2.85811  -0.004
15 H -1.39137 -0.52862 -2.68003  0.017

Forces on the atoms, in the same order (eV/Å):
C -1.1 1.7 -1.1
C 0.1 -2.1 -0.7
N 0.4 0.9 0.2
C -0.7 2.0 0.6
N 0.9 -1.1 -2.4
H -0.4 -0.9 1.6
H 0.2 0.2 0.1
H 1.2 -0.6 1.8
H -0.6 0.0 0.1
O 0.3 -0.5 0.4
H 0.0 -0.3 0.4
H -0.2 0.7 -0.8
O 2.1 -0.2 -0.4
H -1.7 -0.1 1.0
H -0.6 0.4 -0.7

Summary:
HOMO-LUMO gap = 9.8618 eV
ΔE to the lowest compared entry with this formula, charge and spin = 41.7 kcal/mol
Structure (SMILES) = c1c[nH]cn1.O.O
Highest occupied orbital energy = -9.14 eV
LUMO = 0.72 eV
Largest force on an atom = 0.0544 Eh/bohr
E = -10315.144 eV

3.
One molecule with the formula C4H5FN2O3 at a distorted geometry. Source: the OMol25 dataset; level of theory: ωB97M-V/def2-TZVPD.

Each line ends with the Löwdin charge.
CARTESIAN COORDINATES (ANGSTROEM)
1 C 1.11381 -0.33174 -1.34265  -0.221
2 C 1.23767 0.17422 1.13222  -0.579
3 C -1.19390 -0.44933 0.69772  -0.101
4 C -1.18050 0.17825 -0.62218  -0.390
5 N 1.77640 -0.32408 -0.10863  0.144
6 N -0.01218 -0.05741 1.48228  0.086
7 O 1.52399 -0.40014 -2.47969  0.058
8 O 2.04679 0.50529 1.94047  0.103
9 O -1.92804 -0.21754 -1.61991  0.110
10 F -1.08573 1.56197 -0.48220  0.041
11 H -1.98199 -0.02671 1.34854  0.144
12 H -1.18635 -1.58057 0.57556  0.162
13 H 2.75050 -0.06482 -0.16654  0.141
14 H -0.25969 0.74590 2.04920  0.151
15 H -1.62078 0.28672 -2.40419  0.151

Forces on the atoms, in the same order (eV/Å):
C -2.2 0.9 0.6
C 2.5 -2.6 -1.9
C 0.6 -1.4 0.6
C 4.1 0.8 -1.1
N -0.8 0.6 -1.5
N -3.1 1.1 0.3
O -0.6 0.0 2.4
O 1.2 1.6 1.0
O -0.6 0.4 -0.7
F -0.4 -0.8 -0.3
H -0.4 -0.8 -0.6
H -0.5 1.5 0.3
H 0.5 -0.3 0.1
H 0.0 -0.5 0.6
H -0.4 -0.5 0.3

Summary:
HOMO-LUMO gap (spin up / spin down) = 8.4240 / 8.3039 eV
ΔE to the lowest compared entry with this formula, charge and spin = 64.9 kcal/mol
Highest occupied orbital energy (spin up / spin down) = -8.28 / -8.22 eV
LUMO (spin up / spin down) = 0.15 / 0.08 eV
Largest force on an atom = 0.0835 Eh/bohr
E = -16066.883 eV

4.
C4H8O3Sc as an isolated structure at a distorted geometry. Source: the OMol25 dataset; level of theory: ωB97M-V/def2-TZVPD.

Each line ends with the Löwdin charge.
CARTESIAN COORDINATES (ANGSTROEM)
1 C -2.28500 -0.20537 1.36753  0.104
2 C -0.59046 1.57487 -0.74804  0.059
3 O -1.05450 0.46282 -1.21062  -0.170
4 O -1.98215 -1.30119 0.73442  -0.137
5 H -3.33854 0.11824 1.37993  0.144
6 H -1.68502 0.05632 2.25728  0.131
7 H -0.74143 1.99147 0.26065  0.110
8 Sc -0.26123 -1.20606 -0.33478  1.315
9 O 1.78143 -1.17090 -0.03029  -0.095
10 C 2.87968 -0.74813 -0.41030  -0.153
11 C 3.37036 -0.85928 -1.79815  0.011
12 H 0.12533 2.20210 -1.41507  0.154
13 H 4.39741 -1.25593 -1.76406  0.128
14 H 3.43721 0.15979 -2.21253  0.126
15 H 2.72562 -1.47693 -2.43224  0.106
16 H 3.64839 -0.59735 0.37069  0.168

Forces on the atoms, in the same order (eV/Å):
C -0.6 -4.9 0.7
C 1.1 -1.2 -2.3
O 1.1 2.9 1.2
O -0.9 3.8 1.8
H 0.4 0.4 -0.8
H 0.4 0.5 -0.7
H -0.6 -0.4 -0.2
Sc 0.1 -0.2 -0.4
O -0.6 0.8 -0.2
C 1.6 -2.2 0.1
C -0.3 0.5 0.0
H -1.3 -1.0 0.9
H -0.3 0.2 0.0
H 0.2 -0.2 -0.1
H 0.1 0.2 0.1
H -0.4 0.7 -0.1

Summary:
HOMO-LUMO gap (spin up / spin down) = 6.2644 / 10.1808 eV
2S+1 = 2
Charge = +2
Highest occupied orbital energy (spin up / spin down) = -16.00 / -19.75 eV
LUMO (spin up / spin down) = -9.73 / -9.57 eV
Largest force on an atom = 0.0977 Eh/bohr
<S²> = 0.752
E = -31101.543 eV

5.
One molecule with the formula C2H2Cl2O2 at a distorted geometry. Source: the OMol25 dataset; level of theory: ωB97M-V/def2-TZVPD.

Each line ends with the Löwdin charge.
CARTESIAN COORDINATES (ANGSTROEM)
1 Cl 0.94545 -0.29139 1.96130  0.691
2 C -0.14921 -0.27179 0.61070  -1.121
3 Cl -1.86324 -0.36646 1.11775  0.644
4 C 0.08927 0.63986 -0.54146  -0.198
5 O 0.55104 -0.44759 -1.37296  -0.096
6 O 0.30723 -1.46997 -0.35637  -0.117
7 H -0.79842 0.92544 -0.93871  0.080
8 H 0.91788 1.28189 -0.48026  0.117

Forces on the atoms, in the same order (eV/Å):
Cl -0.2 0.3 0.0
C 0.4 -3.2 -0.7
Cl 1.0 -0.1 -0.2
C 2.1 -2.6 -0.3
O 0.1 -0.3 -0.3
O -1.4 2.5 2.0
H -2.5 1.8 -1.0
H 0.5 1.6 0.5

Summary:
HOMO-LUMO gap = 10.6080 eV
ΔE to the lowest compared entry with this formula, charge and spin = 120.3 kcal/mol
Structure (SMILES) = ClC1(Cl)COO1
Highest occupied orbital energy = -9.98 eV
LUMO = 0.63 eV
Largest force on an atom = 0.0686 Eh/bohr
E = -31241.790 eV

6.
C9H13Br3O4 as an isolated structure. Source: the OMol25 dataset; level of theory: ωB97M-V/def2-TZVPD.

Each line ends with the Löwdin charge.
CARTESIAN COORDINATES (ANGSTROEM)
1 O 1.56896 -6.15168 -3.05057  0.128
2 C 1.27586 -5.28629 -2.28619  -0.490
3 O 0.12820 -5.31321 -1.56366  0.024
4 C -0.01843 -4.11821 -0.78835  -0.163
5 C 1.37559 -3.49359 -0.69017  -0.173
6 C 2.03516 -4.01123 -1.97435  -0.068
7 H -0.44863 -4.38676 0.17176  0.124
8 H -0.69788 -3.44186 -1.31332  0.121
9 H 1.90819 -3.83958 0.19361  0.110
10 H 1.28259 -2.41122 -0.66476  0.048
11 H 3.10143 -4.18609 -1.88476  0.123
12 H 1.86464 -3.32312 -2.80666  0.132
13 O 0.09926 4.61214 2.70248  0.121
14 C -0.66521 4.21683 1.87725  -0.522
15 O -1.46533 3.13599 2.08789  0.002
16 C -2.29006 2.90149 0.93886  -0.179
17 C -2.31246 4.21461 0.17494  -0.148
18 C -0.93430 4.75745 0.48858  -0.090
19 H -3.26103 2.53694 1.27031  0.127
20 H -1.85501 2.08062 0.36316  0.057
21 H -3.08880 4.87242 0.57140  0.120
22 H -2.48505 4.13304 -0.89680  0.118
23 H -0.79672 5.83251 0.45313  0.128
24 H -0.18254 4.29269 -0.15705  0.102
25 C 1.10723 0.51775 1.47037  -1.600
26 Br 1.80319 2.00334 0.45119  0.628
27 Br 2.50003 -0.77656 1.82598  0.592
28 Br -0.38793 -0.29015 0.60054  0.648
29 H 0.83903 0.92174 2.43517  -0.021

Forces on the atoms, in the same order (eV/Å):
O 0.1 -0.2 -0.1
C 0.0 0.2 0.1
O 0.0 -0.1 0.0
C 0.2 0.2 0.0
C -0.2 -0.1 -0.4
C -0.2 0.3 0.3
H 0.0 0.0 0.0
H -0.1 -0.1 0.0
H 0.0 0.0 0.0
H 0.2 0.0 0.1
H 0.0 -0.1 -0.1
H 0.1 -0.1 0.0
O 0.1 0.0 0.1
C -0.1 0.1 0.0
O 0.0 0.0 0.1
C -0.2 -0.6 -0.3
C -0.2 0.4 -0.2
C 0.3 -0.1 0.2
H 0.0 0.3 0.2
H 0.1 0.2 -0.1
H 0.0 0.0 0.1
H -0.1 -0.3 0.0
H -0.1 0.1 0.0
H 0.0 0.1 0.0
C 0.6 0.1 0.1
Br -0.1 -0.1 0.0
Br -0.1 0.0 0.0
Br -0.2 -0.1 0.1
H -0.4 0.0 0.0

Summary:
HOMO-LUMO gap = 9.8838 eV
ΔE to the lowest compared entry with this formula, charge and spin = 0.0 kcal/mol
Highest occupied orbital energy = -10.23 eV
LUMO = -0.35 eV
Largest force on an atom = 0.0134 Eh/bohr
E = -227861.381 eV